The following is a DFT calculation (ωB97M-V with the def2-TZVPD basis set) of C33H57AsBGaN6S3Si2 as an isolated structure.

The geometry in XYZ format:
```
104
C33H57AsBGaN6S3Si2 (ωB97M-V with the def2-TZVPD basis set)
C 1.472 -3.799 0.095
H 2.607 3.129 -2.534
C -5.133 2.189 -1.121
N 2.463 0.556 0.624
H -4.352 -1.458 0.401
H 0.538 0.487 -3.696
H 4.226 3.697 -2.081
C 6.046 -0.165 0.679
H -5.350 0.052 -3.579
C 4.729 0.533 0.361
H -2.831 3.094 -3.963
C -0.744 1.173 4.205
H 7.314 1.594 0.402
H 5.906 -1.593 -0.968
H 3.279 0.588 7.665
C 3.258 3.383 -1.696
H 4.410 -3.738 5.013
N 1.532 -1.729 1.253
H -6.186 2.298 -0.851
H 1.834 3.018 6.699
H 5.377 -0.719 2.666
N 1.897 0.565 3.521
H 5.094 -2.115 0.521
H 0.796 -4.472 4.604
H 8.153 0.052 0.340
C 1.276 -2.398 0.123
H -4.981 2.685 -2.080
C -5.482 -0.496 -2.645
H 0.116 2.206 -3.712
C -4.902 -0.516 0.390
H 3.724 -5.872 2.757
C -3.009 2.201 -4.564
C 4.057 -3.419 4.032
C -2.160 1.512 4.549
C 1.621 1.044 4.703
H 0.086 1.746 6.061
C 3.039 -5.648 3.577
N 0.875 0.362 2.660
Ga -0.422 0.165 -0.181
N 3.657 0.013 0.904
C 6.222 -0.217 2.200
As -2.346 0.389 -1.753
C 3.411 2.211 -0.780
H 2.761 3.422 5.243
H 3.589 2.975 6.734
H 2.063 -5.444 1.294
H -5.961 -0.747 0.534
H -2.830 2.463 -5.610
H -4.060 1.923 -4.472
H 6.307 0.786 2.622
H -2.798 0.630 4.484
H 0.131 -4.436 -1.442
H 3.909 -2.341 4.046
C 4.625 1.660 -0.491
C 2.719 2.764 6.113
C 2.753 -4.151 3.692
C 2.504 0.395 6.923
C 2.273 1.597 -0.195
H 4.855 0.910 5.873
H -4.539 2.706 -0.366
H -5.080 -1.502 -2.771
N 1.992 -2.289 2.373
C 1.930 -4.372 1.249
B 1.307 -0.206 1.301
C 0.284 1.348 5.075
C 4.106 0.961 5.083
H -3.343 -1.069 -4.757
H 2.127 -6.236 3.447
H 7.193 0.561 -1.038
Si -1.888 0.807 -4.072
C -0.404 0.656 2.922
H 1.455 -2.845 4.846
H -2.218 1.909 5.560
H 1.799 -4.276 -1.967
C -0.086 1.241 -4.180
H 5.516 2.077 -0.937
S 0.723 -1.537 -1.284
C -2.296 -0.803 -4.905
H 6.860 -2.149 0.410
H -1.677 -1.617 -4.524
H 3.514 -5.989 4.497
Si -4.691 0.388 -1.217
H 2.109 -4.215 5.756
H 1.330 -5.651 -0.958
C 5.966 -1.594 0.122
C 1.710 -3.904 4.790
H 0.212 1.300 -5.230
S 0.676 2.178 -0.542
H 4.836 -3.649 3.302
H 1.541 0.591 7.396
H -4.573 0.089 1.235
C 2.746 1.285 5.695
H -2.121 -0.723 -5.981
H 2.800 4.227 -1.177
C 2.210 -3.583 2.387
C 7.235 0.563 0.052
H 4.412 1.731 4.374
H -6.556 -0.588 -2.466
C 1.167 -4.590 -1.135
H -2.560 2.255 3.858
H 7.133 -0.764 2.443
H 2.547 -0.663 6.658
S -1.665 0.452 1.753
H 4.089 0.008 4.560
```

The calculation puts the HOMO-LUMO gap (spin up / spin down) at 5.8 / 6.8 eV. The total charge is +2. The value obtained for the HOMO energy (spin up / spin down) is -12.60 / -13.55 eV. The spin multiplicity is 1. The total energy is -7578.8610 Ha. The largest force on an atom is 0.62 eV/A. For the energy above the lowest of the compared OMol25 structures with the same formula, charge and spin, the calculation gives 0.00 kcal/mol.

Results of the Löwdin charge analysis, in e, for atoms 1 through 8: -0.2228 0.0815 -0.2065 0.0142 0.0363 0.0140 0.0940 -0.5394